57
Properties=species:S:1:pos:R:3:lowdin_charge:R:1 method="wB97M-V/def2-TZVPD" e_tot_ha=-6637.352963 fmax_ev_per_a=1.18 total_charge=+3 lumo_energy_ev=-10.58 homo_lumo_gap_ha=0.2338
V -0.44069 -0.71896 -0.64227 0.41
C 4.07819 -3.31081 1.24562 -0.32
S 3.75475 -2.40541 -0.28100 0.97
C 2.06754 -2.21111 -0.23098 -1.00
S 1.34373 -1.59059 -1.74091 0.76
N 1.32400 -2.55735 0.79411 0.01
N 0.02757 -2.34272 0.49465 -0.17
C -0.98311 -2.67579 1.21613 0.03
C -2.24274 -2.69009 0.44947 -0.24
C -3.35058 -3.41531 0.81840 0.05
C -4.34906 -3.61599 -0.13850 0.03
C -4.17970 -3.10220 -1.41019 0.02
C -3.05163 -2.33542 -1.68371 -0.09
N -2.11371 -2.10858 -0.76692 -0.02
H 5.15967 -3.42505 1.28431 0.06
H 3.60435 -4.28786 1.20709 0.06
H 3.72961 -2.74494 2.10518 0.04
H -0.91879 -3.05041 2.23315 0.16
H -3.42132 -3.85542 1.80403 0.14
H -5.22746 -4.19812 0.10738 0.14
H -4.90433 -3.28452 -2.19144 0.14
H -2.89281 -1.90891 -2.66702 0.12
C -1.16715 3.40167 -0.73377 -0.48
C -1.88341 2.48376 0.24490 -0.44
S -2.38610 0.80956 -0.25316 0.97
C -3.26146 1.01002 -1.81753 -0.43
C -2.36031 1.17371 -3.03365 -0.41
S -0.83906 0.16908 -2.95927 0.88
C 0.48142 1.30398 -3.51283 -0.44
C 0.44333 2.73194 -2.99416 -0.50
S 0.51858 2.90262 -1.19580 0.92
H -1.07971 4.36368 -0.22533 0.10
H -1.76025 3.59697 -1.62535 0.08
H -2.81404 2.94883 0.57918 0.11
H -1.27689 2.30887 1.13470 0.08
H -3.92488 1.87045 -1.71188 0.12
H -3.89965 0.13248 -1.89853 0.07
H -2.05551 2.20615 -3.16451 0.06
H -2.88902 0.86788 -3.93637 0.11
H 0.45362 1.27999 -4.60306 0.11
H 1.39305 0.79835 -3.19342 0.06
H -0.39327 3.30978 -3.38333 0.08
H 1.33463 3.22083 -3.39287 0.10
Br 1.78935 1.07338 5.75166 0.97
C 2.69307 1.37755 4.15425 -0.59
C 3.91086 2.03160 4.16416 -0.06
C 4.58916 2.26051 2.97559 0.03
C 4.07644 1.84828 1.73983 -0.01
C 2.87130 1.20132 1.68610 0.01
C 2.17321 0.95734 2.89321 -0.20
C 0.96813 0.27575 2.95861 -0.06
O 0.02070 -0.26838 3.23857 0.31
O 0.32051 0.11919 0.41108 -0.36
H 4.32590 2.36328 5.10607 0.13
H 5.54069 2.77601 3.01195 0.14
H 4.62838 2.04457 0.83176 0.13
H 2.44487 0.88454 0.74663 0.10